(1)
A molecular structure, C25H27ClN3O6Zn, computed with wB97M-V/def2-TZVPD.

Results
* ΔE to the lowest compared entry with this formula, charge and spin: 4.65 kcal per mole
* max |F|: 0.624 eV/A
* electronic energy: -3824.17448 a.u.
* HOMO: -4.83 eV
* charge: -1

Each line ends with the natural charge from an NBO analysis.
Element x y z (Å)
Zn 2.192 0.826 -1.125  1.635
C -3.383 -2.154 -1.504  -0.259
O -2.896 -1.222 -0.551  -0.493
C -3.071 -1.514 0.754  0.253
C -3.912 -2.518 1.218  -0.285
C -4.095 -2.708 2.584  -0.218
C -3.430 -1.900 3.490  -0.241
C -2.550 -0.928 3.024  -0.227
C -2.346 -0.726 1.664  0.175
N -1.468 0.274 1.220  -0.655
C -0.474 0.149 0.248  0.662
N -0.209 -1.137 -0.101  -0.619
C 0.586 -1.672 -1.152  0.153
C 1.592 -0.967 -1.824  -0.569
C 2.237 -1.671 -2.852  -0.239
C 1.917 -2.978 -3.204  -0.234
C 0.941 -3.661 -2.487  -0.282
C 0.296 -3.008 -1.459  0.205
O -0.676 -3.686 -0.733  -0.562
C -0.206 -4.219 0.508  -0.258
N 0.123 1.164 -0.264  -0.646
C -0.138 2.469 0.224  0.061
C 0.318 2.817 1.501  -0.195
C 0.120 4.080 2.040  -0.268
C -0.539 5.041 1.282  -0.222
C -0.969 4.725 0.006  -0.253
C -0.776 3.457 -0.541  0.306
O -1.244 3.337 -1.811  -0.512
C -0.858 2.249 -2.658  -0.252
H -3.045 -1.796 -2.471  0.208
H -4.475 -2.200 -1.493  0.165
H -2.964 -3.147 -1.327  0.202
H -4.450 -3.139 0.514  0.220
H -4.764 -3.489 2.930  0.208
H -3.567 -2.037 4.557  0.210
H -1.988 -0.312 3.720  0.215
H -1.388 1.105 1.780  0.421
H -0.840 -1.811 0.292  0.405
H 3.035 -1.176 -3.400  0.201
H 2.437 -3.475 -4.018  0.195
H 0.675 -4.687 -2.713  0.206
H -0.009 -5.287 0.405  0.173
H -0.977 -4.074 1.266  0.183
H 0.710 -3.722 0.829  0.196
H 0.885 2.064 2.041  0.232
H 0.492 4.314 3.031  0.203
H -0.686 6.044 1.670  0.200
H -1.454 5.467 -0.620  0.213
H -1.291 2.482 -3.629  0.171
H -1.261 1.300 -2.304  0.176
H 0.225 2.177 -2.744  0.230
C 3.130 3.539 -1.119  -0.222
O 2.337 2.588 -1.763  -1.063
H 2.900 4.552 -1.484  0.132
H 4.208 3.379 -1.280  0.140
H 2.983 3.565 -0.025  0.135
Cl 5.975 1.937 1.903  -0.084
C 4.968 0.448 1.893  -0.452
C 3.934 0.486 0.769  0.738
O 4.341 0.427 -0.414  -0.751
O 2.715 0.564 1.105  -0.797
H 4.478 0.385 2.855  0.214
H 5.643 -0.389 1.746  0.216

(2)
A molecular structure, C25H27CoN4O2Si at a distorted geometry, computed with wB97M-V/def2-TZVPD.

Results
* ΔE to the lowest compared entry with this formula, charge and spin: 0.00 kcal per mole
* max |F|: 2.359 eV/A
* electronic energy: -3010.54808 a.u.
* HOMO (alpha / beta): -7.98 / -8.20 eV
* spin multiplicity: 5

Each line ends with the natural charge from an NBO analysis.
Element x y z (Å)
Co 12.314 9.547 7.467  1.431
O 15.088 12.580 3.842  -0.698
C 16.084 11.901 4.487  0.380
C 17.409 12.167 4.073  -0.284
C 18.487 11.545 4.670  -0.165
C 18.292 10.665 5.748  -0.264
C 17.021 10.450 6.208  -0.139
C 15.882 10.996 5.593  -0.240
C 14.533 10.619 6.079  0.643
O 14.330 9.829 7.030  -0.750
N 13.571 11.256 5.395  -0.502
N 12.358 10.829 5.770  -0.320
C 11.274 11.199 5.272  0.030
C 10.111 10.400 5.648  0.150
C 8.881 10.656 5.068  -0.228
C 7.815 9.744 5.312  -0.137
C 8.056 8.696 6.142  -0.267
C 9.327 8.515 6.694  0.099
N 10.315 9.380 6.520  -0.523
H 14.204 12.306 4.215  0.508
H 17.495 12.912 3.241  0.227
H 19.459 11.795 4.280  0.215
H 19.125 10.210 6.276  0.218
H 16.909 9.882 7.081  0.223
H 11.175 11.922 4.465  0.190
H 8.804 11.481 4.392  0.228
H 6.734 9.899 5.050  0.235
H 7.233 8.066 6.461  0.232
H 9.499 7.751 7.376  0.205
C 12.090 6.814 6.672  -0.351
C 13.446 6.480 6.759  -0.117
C 14.069 6.219 8.070  -0.121
C 15.330 5.729 8.143  -0.184
C 16.155 5.617 6.971  -0.160
C 15.656 6.113 5.776  -0.171
C 14.357 6.537 5.685  -0.162
C 17.517 5.209 7.032  0.267
N 18.621 4.914 6.964  -0.295
H 11.495 6.995 7.541  0.191
H 11.542 6.883 5.714  0.203
H 13.482 6.247 8.974  0.214
H 15.756 5.259 9.063  0.231
H 16.257 6.192 4.860  0.236
H 14.013 6.939 4.700  0.218
C 11.016 9.589 12.181  -1.106
Si 10.900 8.677 10.511  1.644
C 9.098 8.846 9.880  -1.115
C 11.069 6.823 10.874  -1.108
C 12.283 9.189 9.430  -1.548
H 10.262 9.224 12.894  0.225
H 10.937 10.679 12.133  0.232
H 11.986 9.401 12.652  0.233
H 8.520 8.981 10.833  0.239
H 8.777 7.917 9.459  0.217
H 8.910 9.748 9.265  0.230
H 10.356 6.460 11.615  0.236
H 12.104 6.622 11.220  0.230
H 10.935 6.256 9.949  0.217
H 13.098 8.469 9.624  0.236
H 12.719 10.136 9.752  0.244

(3)
A molecular structure, C25H27F5IN5OSSe2Ti at a distorted geometry, computed with wB97M-V/def2-TZVPD.

Results
* ΔE to the lowest compared entry with this formula, charge and spin: 24.27 kcal per mole
* max |F|: 2.397 eV/A
* electronic energy: -8165.20143 a.u.
* HOMO (alpha / beta): -8.52 / -10.35 eV
* charge: +1
* spin multiplicity: 2

Each line ends with the natural charge from an NBO analysis.
Element x y z (Å)
Ti -2.353 -11.707 13.511  1.483
C -4.881 -13.938 17.890  -0.430
N -4.210 -14.022 16.606  -0.381
C -4.031 -15.387 16.060  -0.430
C -3.561 -13.011 16.026  0.678
N -3.036 -13.124 14.848  -0.858
N -3.423 -11.871 16.798  -0.598
C -3.020 -10.642 16.422  0.665
N -2.819 -9.738 17.419  -0.789
N -2.722 -10.415 15.196  -0.820
H -5.448 -14.833 18.040  0.239
H -5.528 -13.071 17.961  0.223
H -4.236 -13.905 18.763  0.202
H -4.529 -16.088 16.694  0.233
H -2.934 -15.612 16.037  0.224
H -4.434 -15.564 15.041  0.227
H -3.304 -13.984 14.386  0.416
H -3.506 -12.037 17.813  0.426
H -3.334 -9.862 18.290  0.396
H -2.905 -8.786 17.111  0.423
H -2.376 -9.444 15.082  0.407
C -7.062 -8.233 14.418  -0.758
Se -5.781 -8.070 15.912  0.221
C -5.436 -6.215 16.163  -0.596
C -4.296 -5.655 15.302  -0.583
Se -2.603 -6.480 15.699  0.232
C -1.925 -6.857 13.918  -0.774
H -8.082 -8.052 14.725  0.223
H -7.022 -9.218 14.047  0.228
H -6.781 -7.534 13.617  0.225
H -5.159 -6.090 17.221  0.231
H -6.328 -5.640 16.018  0.240
H -4.222 -4.560 15.331  0.238
H -4.502 -5.883 14.262  0.221
H -2.539 -7.644 13.503  0.214
H -0.911 -7.168 14.040  0.239
H -2.036 -5.894 13.347  0.243
I -1.605 -13.418 11.070  0.364
C -3.133 -14.802 11.468  -0.159
C -2.777 -16.120 11.664  -0.196
C -3.731 -17.107 11.790  -0.239
C -5.037 -16.760 11.743  -0.166
C -5.430 -15.398 11.575  -0.042
C -6.814 -15.067 11.443  -0.196
C -7.151 -13.745 11.321  -0.201
C -6.221 -12.734 11.399  -0.213
C -4.882 -12.976 11.652  -0.042
C -4.469 -14.367 11.607  -0.131
H -1.721 -16.415 11.611  0.226
H -3.480 -18.151 11.837  0.231
H -5.818 -17.488 11.736  0.218
H -7.513 -15.891 11.497  0.221
H -8.170 -13.442 11.188  0.223
H -6.608 -11.710 11.398  0.220
S -3.950 -10.373 12.039  0.048
C -3.983 -11.997 12.139  -0.531
F 4.194 -10.798 16.287  -0.274
C 3.090 -11.024 15.572  0.265
C 2.406 -12.219 15.727  0.280
F 2.862 -13.103 16.545  -0.268
C 1.253 -12.474 15.048  0.294
F 0.723 -13.724 15.074  -0.309
C 0.667 -11.544 14.183  0.188
O -0.473 -11.755 13.460  -0.778
C 1.341 -10.309 14.041  0.276
F 0.794 -9.370 13.252  -0.293
C 2.548 -10.069 14.726  0.286
F 3.196 -8.930 14.499  -0.279